1.
{
  "formula": "C35H40N3O8",
  "method": "wB97M-V/def2-TZVPD",
  "e_homo_ev": -10.3,
  "charge": 1,
  "species": ["C", "C", "N", "C", "C", "N", "C", "C", "H", "H", "H", "H", "H", "H", "H", "H", "H", "H", "H", "N", "C", "C", "C", "C", "C", "H", "H", "H", "H", "H", "C", "C", "C", "C", "C", "C", "O", "O", "H", "H", "H", "H", "H", "H", "C", "C", "C", "C", "C", "C", "O", "O", "H", "H", "H", "H", "H", "H", "C", "C", "C", "C", "C", "C", "O", "O", "H", "H", "H", "H", "H", "H", "C", "C", "C", "C", "C", "C", "O", "O", "H", "H", "H", "H", "H", "H"],
  "coordinates": [[2.46288, -1.23483, 2.13292], [1.96588, 0.10017, 1.66792], [0.60988, 0.01317, 1.21192], [0.06688, -0.40683, 0.01892], [-1.34612, -0.13383, 0.12092], [-1.64612, 0.47417, 1.28992], [-0.45912, 0.43017, 2.01092], [-2.92712, 0.83917, 1.85492], [2.53788, -1.99783, 1.52592], [1.99588, -1.47183, 3.05892], [3.46588, -1.10483, 2.31392], [2.52888, 0.64817, 0.92992], [1.98288, 0.78817, 2.38792], [0.90388, -0.81883, -0.64308], [-2.12812, -0.40483, -0.54008], [-0.16012, 0.89117, 2.95592], [-3.19912, 0.29917, 2.71492], [-3.65712, 0.74017, 1.12292], [-2.76912, 1.76617, 2.08492], [1.75588, 3.67517, 2.26692], [0.51988, 3.88217, 2.70592], [0.37588, 4.66017, 3.91992], [1.51988, 5.00417, 4.64792], [2.80188, 4.79317, 4.08092], [2.82188, 4.17317, 2.82692], [-0.42712, 3.43117, 2.39692], [-0.57012, 5.04517, 4.37192], [1.60388, 5.40517, 5.68892], [3.63288, 4.83817, 4.50592], [3.81688, 3.96217, 2.27492], [-1.26112, 2.44817, -1.87808], [-0.98512, 2.43717, -3.36708], [-1.98412, 2.96317, -4.23608], [-2.93012, 3.83717, -3.65908], [-3.15712, 3.88517, -2.24508], [-2.27512, 3.24017, -1.27308], [-2.28012, 3.34117, 0.08092], [-1.84712, 2.85117, -5.56008], [-0.27712, 2.22917, -1.35708], [-0.32012, 1.99117, -3.74608], [-3.54612, 4.10317, -4.44908], [-3.98512, 4.30317, -1.80308], [-3.04712, 3.80917, 0.44692], [-2.31312, 3.55717, -6.17708], [-1.37112, -3.59883, 1.56892], [-2.84912, -4.06183, 1.32592], [-3.05612, -4.91083, 0.30892], [-1.97112, -5.44483, -0.52908], [-0.69012, -5.18083, -0.14608], [-0.36012, -4.23283, 0.78692], [0.88288, -3.87983, 1.16192], [-4.35812, -5.26683, -0.15608], [-1.06912, -2.93283, 2.36292], [-3.60112, -3.65983, 1.92892], [-2.24712, -6.01383, -1.37908], [0.09288, -5.49383, -0.65908], [1.68688, -4.24083, 0.79192], [-4.31312, -5.79083, -1.00108], [7.62188, -0.43283, -0.94608], [6.87088, -1.52683, -1.83508], [6.09288, -2.39783, -1.05608], [5.86888, -2.19083, 0.27692], [6.53388, -1.14183, 1.00692], [7.52188, -0.32583, 0.34392], [8.17188, 0.56517, 1.22892], [5.29088, -3.28583, -1.74808], [8.41488, 0.19717, -1.48608], [7.01888, -1.62283, -3.07208], [5.08088, -2.75183, 0.74492], [6.42888, -1.03183, 1.93192], [9.11888, 0.88017, 1.07292], [5.91388, -4.01783, -2.27608], [-4.73712, 0.58417, -1.52908], [-3.91012, 0.42017, -2.80908], [-3.55612, -0.85683, -3.27208], [-3.69512, -1.92583, -2.49408], [-4.46212, -1.80683, -1.28708], [-4.98212, -0.62883, -0.82208], [-5.81712, -0.62683, 0.24992], [-2.80512, -0.87083, -4.48608], [-5.18612, 1.55317, -1.32508], [-3.89212, 1.33617, -3.41808], [-3.27212, -3.02383, -2.58208], [-4.65412, -2.66783, -0.83608], [-6.09712, 0.20817, 0.35392], [-3.53112, -1.18483, -4.98008]]
}

2.
{
  "formula": "C5H6O",
  "method": "wB97M-V/def2-TZVPD",
  "smiles": "C#C[C@@H](C)C=O",
  "e_homo_ev": -9.8,
  "charge": 0,
  "species": ["C", "C", "C", "C", "C", "O", "H", "H", "H", "H", "H", "H"],
  "coordinates": [[1.99914, -1.20790, -0.77066], [1.05133, -0.71298, -0.21765], [-0.10401, -0.11976, 0.46611], [-0.15191, 1.40382, 0.28089], [-1.38410, -0.75173, -0.09894], [-1.73993, -0.58869, -1.24075], [2.83701, -1.64840, -1.26517], [-0.02786, -0.34437, 1.53728], [0.76066, 1.86139, 0.66937], [-0.25346, 1.65214, -0.77747], [-1.00408, 1.82641, 0.82068], [-1.98279, -1.36991, 0.59631]]
}

3.
{
  "formula": "C5H12NO3",
  "method": "wB97M-V/def2-TZVPD",
  "e_homo_ev": -11.1,
  "charge": 1,
  "species": ["C", "C", "C", "C", "C", "N", "O", "O", "O", "H", "H", "H", "H", "H", "H", "H", "H", "H", "H", "H", "H"],
  "coordinates": [[0.74585, 1.24270, -0.34489], [-0.24942, 2.50232, -2.41313], [0.08037, -1.01766, 3.09973], [0.01898, -2.93420, -0.49720], [0.35280, -0.84602, 0.72448], [-0.37734, 2.01004, -1.01264], [0.34491, -0.12629, -0.34761], [0.72382, -0.30631, 1.93468], [0.11862, -2.12225, 0.65575], [0.85262, 1.88328, 0.54050], [0.52507, 3.14134, -2.48131], [-0.09996, 1.69133, -3.13135], [-1.19635, 2.97708, -2.76772], [0.33136, -2.03493, 3.06430], [-0.99887, -0.93876, 2.90232], [0.51035, -0.46567, 3.89655], [0.83412, -2.55106, -1.26424], [-0.95306, -2.69808, -0.97491], [0.25104, -3.89432, -0.02507], [-1.34015, 1.58233, -1.01409], [-0.47475, 2.90513, -0.54416]]
}

We obtain HOMO-LUMO gap values of 0.2953 0.3917 0.3018 Eh for the records listed above, in that order.
We obtain ΔE to the lowest compared entry with this formula, charge and spin values of 263.6 188.0 499.2 kJ/mol for the records listed above, in that order.